Record 1
This record from OMol25 describes a molecular structure, C4H6IN2 at a distorted geometry. The level of theory is the ωB97M-V functional and the def2-TZVPD basis.

The orbital gap comes out at 7.917 eV. The total charge is +1.

XYZ file:
```
13
Properties=species:S:1:pos:R:3:forces:R:3
C 0.577 2.962 -0.233 0.265 -4.556 1.253
C 0.507 1.794 0.086 1.467 2.573 -0.501
C -1.348 0.976 0.064 -5.761 0.590 -0.606
C 0.419 -0.610 0.605 -1.502 -2.457 0.982
N -0.171 0.637 0.355 3.252 0.116 -0.760
N 0.298 -1.646 -0.526 1.937 -1.089 -0.125
I -2.892 -0.487 0.067 0.214 -0.585 0.102
H 0.831 3.903 -0.434 0.729 3.282 -0.753
H 0.570 -2.617 -0.181 -0.260 1.499 -0.231
H -0.280 -1.029 1.353 0.633 -0.302 -0.127
H 1.400 -0.647 0.982 1.226 0.585 0.241
H 0.769 -1.545 -1.461 -0.236 0.555 1.141
H -0.680 -1.692 -0.679 -1.964 -0.211 -0.615
```
Positions in Å, forces in eV/Å.

Table of natural (NBO) atomic charges, one value per atom, all in e:
1. C -0.057
2. C 0.063
3. C 0.080
4. C -0.051
5. N -0.525
6. N -0.712
7. I 0.096
8. H 0.235
9. H 0.461
10. H 0.249
11. H 0.256
12. H 0.461
13. H 0.443

=====

Record 2
This record from OMol25 describes a gas-phase ion, C4H6IN2OS (charge +1) at a distorted geometry. The level of theory is the ωB97M-V functional and the def2-TZVPD basis.

The orbital gap comes out at 8.005 eV. The total charge is +1. The SMILES is CC1=[NH+]C(=O)SCN1I.

XYZ file:
```
15
Properties=species:S:1:pos:R:3:forces:R:3
C -0.405 1.942 0.445 -0.074 -0.166 -0.516
C -0.143 0.506 0.186 0.308 -0.794 -0.450
N 1.193 0.156 0.216 -0.748 2.608 -0.607
C 1.794 -1.067 0.268 6.755 -3.408 1.636
O 3.075 -1.274 0.564 -7.300 1.882 -1.748
S 0.766 -2.503 0.065 -0.653 1.768 -0.609
C -0.675 -1.618 -0.779 3.329 2.379 -1.768
N -1.082 -0.368 -0.106 0.061 0.094 0.377
I -3.181 -0.044 0.117 1.258 -0.158 -0.188
H -1.462 1.992 0.772 0.830 0.874 -0.258
H -0.090 2.569 -0.439 -1.037 -0.740 0.418
H 0.329 2.263 1.162 -0.204 0.239 0.956
H 1.765 1.029 0.200 0.092 -1.492 0.307
H -1.418 -2.302 -0.762 -2.495 -1.995 0.005
H -0.467 -1.281 -1.910 -0.121 -1.092 2.445
```
Positions in Å, forces in eV/Å.

Table of natural (NBO) atomic charges, one value per atom, all in e:
1. C -0.695
2. C 0.579
3. N -0.612
4. C 0.468
5. O -0.507
6. S 0.356
7. C -0.356
8. N -0.494
9. I 0.505
10. H 0.266
11. H 0.290
12. H 0.263
13. H 0.453
14. H 0.238
15. H 0.247

=====

Record 3
This record from OMol25 describes a molecular structure, C4H6INO at a distorted geometry. The level of theory is the ωB97M-V functional and the def2-TZVPD basis.

The orbital gap comes out at 8.491 eV.

XYZ file:
```
13
Properties=species:S:1:pos:R:3:forces:R:3
C -0.372 1.563 -0.040 -0.172 -0.191 0.404
C 0.219 -0.514 -1.164 0.026 0.747 -2.670
C 1.121 -0.123 1.152 -3.200 0.785 -0.003
C 0.010 0.224 0.158 -1.601 -3.877 -0.536
N -0.888 2.563 -0.202 -0.393 1.655 -0.312
O -1.537 -0.426 0.877 3.699 0.886 -0.237
I -3.140 -0.531 -0.168 -0.445 0.113 -0.605
H 1.289 -0.161 -1.589 -2.378 -1.138 0.948
H 0.056 -1.615 -1.144 0.890 0.658 0.734
H -0.553 -0.270 -1.987 1.156 0.329 1.383
H 1.725 -0.913 0.823 1.426 -0.390 -1.082
H 0.564 -0.657 1.917 0.019 0.727 1.034
H 1.507 0.859 1.367 0.971 -0.305 0.944
```
Positions in Å, forces in eV/Å.

Table of natural (NBO) atomic charges, one value per atom, all in e:
1. C 0.210
2. C -0.662
3. C -0.648
4. C 0.225
5. N -0.240
6. O -0.809
7. I 0.447
8. H 0.241
9. H 0.252
10. H 0.243
11. H 0.234
12. H 0.267
13. H 0.240

=====

Record 4
This record from OMol25 describes 2 unconnected molecules or ions with the total composition C4H6INO at a distorted geometry. The level of theory is the ωB97M-V functional and the def2-TZVPD basis.

The orbital gap comes out at 10.327 eV. The SMILES is Cc1ncco1.I.

XYZ file:
```
13
Properties=species:S:1:pos:R:3:forces:R:3
C -1.660 -0.718 -0.578 -1.572 -2.786 1.898
C -0.340 -0.532 0.112 -1.258 1.618 1.248
N 0.377 0.527 -0.044 1.176 -0.760 -0.475
C 1.456 0.374 0.841 -2.922 -1.287 -0.052
C 1.186 -0.689 1.626 2.660 -0.502 1.389
O 0.039 -1.249 1.214 -0.660 -0.988 -0.935
H -2.193 -1.739 -0.141 1.348 2.651 -1.170
H -1.457 -0.892 -1.627 -0.280 0.177 -0.234
H -2.383 0.131 -0.399 1.034 -0.862 -0.282
H 2.221 1.039 0.783 2.136 1.599 0.257
H 1.848 -1.226 2.415 -1.746 1.060 -1.538
I 0.774 2.887 -2.646 1.261 1.740 -2.322
H 0.133 2.088 -1.555 -1.176 -1.660 2.216
```
Positions in Å, forces in eV/Å.

Table of natural (NBO) atomic charges, one value per atom, all in e:
1. C -0.669
2. C 0.488
3. N -0.482
4. C -0.122
5. C 0.057
6. O -0.411
7. H 0.230
8. H 0.243
9. H 0.249
10. H 0.215
11. H 0.222
12. I -0.135
13. H 0.117

=====

Record 5
This record from OMol25 describes 2 unconnected molecules or ions with the total composition C4H6INO at a distorted geometry. The level of theory is the ωB97M-V functional and the def2-TZVPD basis.

The orbital gap (spin up / spin down) comes out at 4.972 / 4.975 eV.

XYZ file:
```
13
Properties=species:S:1:pos:R:3:forces:R:3
C -0.846 3.064 -0.123 -0.510 2.561 -0.156
C -0.653 -0.617 0.535 1.713 2.277 -2.089
C -0.705 1.790 -0.141 -0.151 -2.766 1.273
C 0.302 -1.689 0.057 1.069 1.863 1.429
N -0.463 0.593 0.074 -0.876 -0.203 0.162
O -3.373 1.144 -0.077 0.890 0.904 0.071
I -4.325 -0.487 -0.032 -0.019 -0.639 0.028
H -1.841 3.421 0.323 1.492 -0.611 -0.729
H -0.099 3.813 -0.537 -1.146 -1.251 0.488
H -1.512 -0.728 1.167 -0.421 -0.331 0.238
H 1.348 -1.567 0.509 -1.637 -0.688 0.517
H -0.201 -2.614 0.134 0.167 -1.244 0.210
H 0.648 -1.469 -0.921 -0.571 0.128 -1.443
```
Positions in Å, forces in eV/Å.

Table of natural (NBO) atomic charges, one value per atom, all in e:
1. C -0.491
2. C 0.254
3. C 0.532
4. C -0.686
5. N -0.364
6. O -1.158
7. I 0.302
8. H 0.322
9. H 0.273
10. H 0.256
11. H 0.259
12. H 0.250
13. H 0.250

=====

Record 6
This record from OMol25 describes C4H6INS in the gas phase at a distorted geometry. The level of theory is the ωB97M-V functional and the def2-TZVPD basis.

The orbital gap (spin up / spin down) comes out at 4.833 / 6.600 eV. As for the multiplicity: 3.

XYZ file:
```
13
Properties=species:S:1:pos:R:3:forces:R:3
C 1.525 0.978 0.005 -4.120 -0.532 -0.723
C 0.436 0.018 -0.036 2.295 4.523 0.623
C -0.912 0.458 -0.433 -0.386 -1.305 -3.235
C 0.523 -1.231 0.420 2.660 -1.131 0.370
N 2.738 0.492 0.123 5.079 -1.569 1.239
S 4.099 1.352 0.095 -1.493 -1.107 -0.129
I 5.620 -0.532 -0.280 0.175 0.243 -0.103
H 1.454 2.039 0.032 -1.014 0.832 -0.427
H -1.381 -0.482 -0.900 0.256 1.567 0.537
H -0.774 1.168 -1.250 -0.334 0.051 -0.120
H -1.624 0.885 0.209 -0.542 0.450 1.541
H -0.429 -1.571 0.474 -2.381 -2.318 0.558
H 1.399 -1.785 0.746 -0.197 0.294 -0.129
```
Positions in Å, forces in eV/Å.

Table of natural (NBO) atomic charges, one value per atom, all in e:
1. C -0.027
2. C -0.059
3. C -0.639
4. C -0.322
5. N -0.685
6. S 0.521
7. I -0.011
8. H 0.170
9. H 0.213
10. H 0.219
11. H 0.226
12. H 0.178
13. H 0.216

=====

Record 7
This record from OMol25 describes C4H6INSe in the gas phase at a distorted geometry. The level of theory is the ωB97M-V functional and the def2-TZVPD basis.

The orbital gap comes out at 7.736 eV.

XYZ file:
```
13
Properties=species:S:1:pos:R:3:forces:R:3
C -1.307 -0.552 1.043 -2.590 3.018 1.622
C 2.032 -0.760 -0.491 -1.817 1.038 1.908
C -0.037 0.793 -1.675 0.343 0.178 -0.324
C -2.130 0.295 1.597 -1.229 0.204 0.873
N -0.677 -1.266 0.408 4.001 -4.599 -1.491
Se 0.239 -0.896 -1.310 0.600 0.664 -0.629
I -1.564 1.836 2.807 0.399 0.494 0.387
H 2.329 0.248 -0.639 0.521 0.748 -0.975
H 1.910 -0.730 0.593 -0.404 -0.609 0.053
H 2.762 -1.480 -0.704 0.645 -1.073 -0.921
H -0.917 0.976 -2.270 0.012 0.150 -0.031
H 0.486 1.604 -1.164 -0.272 -0.403 -0.125
H -3.125 -0.067 1.807 -0.210 0.190 -0.348
```
Positions in Å, forces in eV/Å.

Table of natural (NBO) atomic charges, one value per atom, all in e:
1. C 0.389
2. C -0.791
3. C -0.968
4. C -0.691
5. N -0.654
6. Se 1.118
7. I 0.154
8. H 0.239
9. H 0.248
10. H 0.240
11. H 0.234
12. H 0.229
13. H 0.252

=====

Record 8
This record from OMol25 describes 2 unconnected molecules or ions with the total composition C4H6IO3 at a distorted geometry. The level of theory is the ωB97M-V functional and the def2-TZVPD basis.

The orbital gap comes out at 6.747 eV. The total charge is -1.

XYZ file:
```
14
Properties=species:S:1:pos:R:3:forces:R:3
I 4.125 0.035 1.506 -0.030 0.089 -0.018
C -0.787 1.587 0.012 0.845 -0.270 0.501
C -0.653 0.170 -0.588 2.054 2.392 0.536
C 0.795 -0.383 -0.392 -1.229 0.540 -2.225
O 0.518 -1.688 0.060 1.937 -1.665 0.199
C -0.745 -1.891 0.402 2.877 5.962 -1.975
O -1.224 -2.826 0.830 -2.498 -4.549 1.934
O -1.327 -0.675 0.203 -4.329 -1.933 1.935
H -0.422 2.362 -0.663 -0.695 0.104 -0.230
H -0.104 1.695 0.854 0.354 -0.398 0.066
H -1.730 1.749 0.533 -0.454 0.210 -0.912
H -1.046 0.123 -1.604 0.202 -0.009 -0.263
H 1.425 0.223 0.260 0.101 -0.508 0.130
H 1.174 -0.480 -1.410 0.866 0.033 0.323
```
Positions in Å, forces in eV/Å.

Table of natural (NBO) atomic charges, one value per atom, all in e:
1. I -0.984
2. C -0.639
3. C 0.076
4. C -0.097
5. O -0.490
6. C 0.991
7. O -0.566
8. O -0.531
9. H 0.212
10. H 0.224
11. H 0.220
12. H 0.155
13. H 0.248
14. H 0.180

=====

Repeat the first record exactly.
This record from OMol25 describes a molecular structure, C4H6IN2 at a distorted geometry. The level of theory is the ωB97M-V functional and the def2-TZVPD basis.

The orbital gap comes out at 7.917 eV. The total charge is +1.

XYZ file:
```
13
Properties=species:S:1:pos:R:3:forces:R:3
C 0.577 2.962 -0.233 0.265 -4.556 1.253
C 0.507 1.794 0.086 1.467 2.573 -0.501
C -1.348 0.976 0.064 -5.761 0.590 -0.606
C 0.419 -0.610 0.605 -1.502 -2.457 0.982
N -0.171 0.637 0.355 3.252 0.116 -0.760
N 0.298 -1.646 -0.526 1.937 -1.089 -0.125
I -2.892 -0.487 0.067 0.214 -0.585 0.102
H 0.831 3.903 -0.434 0.729 3.282 -0.753
H 0.570 -2.617 -0.181 -0.260 1.499 -0.231
H -0.280 -1.029 1.353 0.633 -0.302 -0.127
H 1.400 -0.647 0.982 1.226 0.585 0.241
H 0.769 -1.545 -1.461 -0.236 0.555 1.141
H -0.680 -1.692 -0.679 -1.964 -0.211 -0.615
```
Positions in Å, forces in eV/Å.

Table of natural (NBO) atomic charges, one value per atom, all in e:
1. C -0.057
2. C 0.063
3. C 0.080
4. C -0.051
5. N -0.525
6. N -0.712
7. I 0.096
8. H 0.235
9. H 0.461
10. H 0.249
11. H 0.256
12. H 0.461
13. H 0.443